(1)
15
Properties=species:S:1:pos:R:3:forces:R:3:nbo_charge:R:1 method="wB97M-V/def2-TZVPD" smiles="O=C[C@H](C[S-])NC[O-]" spin_multiplicity=1 homo_ha=0.0113 charge=-2 e_above_lowest_ev=3.7680
O 1.141 -0.271 -2.540 0.42 -0.43 3.48 -0.61
C 1.066 -0.191 -1.287 -1.88 1.28 -2.89 0.48
C -0.173 -0.437 -0.437 -0.19 1.45 0.80 -0.18
C -0.546 0.968 0.273 0.97 -0.84 -2.58 -0.51
S -0.720 2.355 -0.922 -0.17 -0.14 0.22 -0.77
N 0.213 -1.504 0.528 0.08 -0.36 -0.29 -0.70
C -0.063 -1.242 2.040 1.45 0.70 -0.04 0.15
O 0.057 -2.222 2.907 -0.05 -0.90 -0.42 -0.94
H 1.795 0.346 -0.654 0.71 -0.49 -0.34 0.10
H -1.079 -0.619 -1.040 0.51 -0.54 -0.12 0.18
H -1.407 0.818 0.860 -1.05 -0.09 0.58 0.18
H 0.272 1.147 0.905 1.00 0.55 1.09 0.17
H -0.486 -2.190 0.360 -0.30 -1.30 -0.28 0.33
H 0.698 -0.443 2.219 -0.43 0.33 0.18 0.05
H -1.058 -0.846 1.948 -1.09 0.77 0.61 0.05

(2)
15
Properties=species:S:1:pos:R:3:forces:R:3:nbo_charge:R:1 method="wB97M-V/def2-TZVPD" smiles="C[C@H]1C=CS(=O)(=O)N1" spin_multiplicity=1 homo_ha=-0.3817 e_above_lowest_ev=2.8227
C 1.410 -0.626 -0.951 2.22 -1.46 -1.09 -0.62
C 0.106 -0.818 -0.293 -1.29 0.11 0.95 -0.11
C 0.126 -0.403 1.167 0.74 -0.59 0.99 -0.15
C -0.505 0.711 1.535 0.17 -0.85 -2.07 -0.48
S -1.062 1.474 -0.010 -2.37 -1.38 1.30 2.24
O -2.445 1.919 0.121 1.59 -0.44 -0.53 -0.92
O -0.039 2.374 -0.443 -0.14 -0.38 -0.49 -0.90
N -1.039 -0.032 -0.881 1.31 -0.20 -0.16 -0.84
H 1.875 0.359 -1.018 -0.56 0.06 0.16 0.24
H 1.375 -1.096 -1.949 -0.12 0.58 0.09 0.23
H 2.146 -1.307 -0.451 -0.38 0.67 -0.02 0.21
H -0.038 -1.957 -0.280 -0.61 1.67 -0.33 0.22
H 0.725 -1.132 1.743 -0.58 0.84 0.42 0.22
H -0.799 1.190 2.437 0.38 0.17 0.70 0.26
H -1.837 -0.656 -0.729 -0.35 1.20 0.08 0.40

(3)
15
Properties=species:S:1:pos:R:3:forces:R:3:nbo_charge:R:1 method="wB97M-V/def2-TZVPD" spin_multiplicity=1 homo_ha=-0.3289 e_above_lowest_ev=3.4225
C 1.242 0.742 -0.015 0.57 0.54 0.42 0.03
C -0.244 0.553 0.071 0.21 -0.75 -0.81 0.15
C -0.879 -0.385 1.126 0.17 0.52 0.92 -0.52
C -0.822 -0.256 -1.101 0.48 -0.44 -0.56 -0.51
H 2.514 -1.958 -0.016 -0.88 0.51 0.07 0.49
H 1.581 1.785 -0.106 -0.13 -0.52 0.16 0.22
H -1.691 1.871 -0.004 -0.27 -0.24 0.02 0.48
H -1.194 0.165 2.033 0.02 -0.47 -0.40 0.23
H -0.261 -1.259 1.364 -0.09 0.47 0.03 0.24
H -0.115 -1.042 -1.422 -0.57 0.21 0.24 0.24
H -1.076 0.351 -1.961 -0.31 0.11 -0.10 0.22
N 2.179 -0.114 -0.013 -0.38 -0.02 -0.30 -0.12
O 1.687 -1.427 0.023 1.07 -0.53 0.13 -0.60
O -0.733 1.865 0.070 -0.02 0.48 0.41 -0.71
S -2.188 -0.890 -0.048 0.12 0.13 -0.21 0.15